Entry from the OMol25 dataset: a cluster of 4 separate species, H9O4 in total (ωB97M-V with the def2-TZVPD basis set).

The value obtained for the LUMO energy is -3.3362 eV. For the total energy, the calculation gives -306.0491 Ha. As for the total charge: +1. The energy above the lowest of the compared OMol25 structures with the same formula, charge and spin comes out at 48.5 kcal/mol.

```
13
H9O4, DFT ωB97M-V with the def2-TZVPD basis set
O 0.68344 -2.50053 1.88008
H 0.44346 -3.23415 2.54747
H 1.67786 -2.39138 1.96478
O 0.17401 0.71117 -1.05878
H 0.40597 0.03859 -1.76900
H 0.57882 1.63641 -1.33423
O 0.36338 2.92713 -1.09620
H 0.16693 3.24678 -0.18459
H -0.01087 3.32988 -1.90013
O -1.16301 -1.04769 0.09733
H -0.29099 -0.09060 -0.38879
H -2.09768 -1.29022 0.18101
H -0.93129 -1.33539 1.06104
```

=====

Entry from the OMol25 dataset: a cluster of 5 separate species, H9O4S in total (ωB97M-V with the def2-TZVPD basis set).

The value obtained for the LUMO energy is 3.9729 eV. For the total energy, the calculation gives -704.6319 Ha. As for the total charge: -1. The energy above the lowest of the compared OMol25 structures with the same formula, charge and spin comes out at 2.3 kcal/mol.

```
14
H9O4S, DFT ωB97M-V with the def2-TZVPD basis set
S -2.26671 0.50526 -0.21856
H -2.55284 1.35790 0.77537
H -0.25334 1.31854 -0.84250
H 1.13349 1.24275 -0.23937
O 0.67977 1.52173 -1.05220
H -0.88797 -1.10156 1.02190
H 0.16689 -1.72077 0.01942
O -0.02722 -1.55305 0.95162
H -0.75991 -0.96002 -1.67097
H 0.58496 -0.41831 -1.90853
O 0.10080 -1.26140 -2.00207
H 1.12252 -0.30002 1.34378
H 1.20809 0.96222 2.19491
O 1.75148 0.40674 1.62721
```

=====

Entry from the OMol25 dataset: a cluster of 5 separate species, H9O4S in total (ωB97M-V with the def2-TZVPD basis set).

The value obtained for the LUMO energy is 3.9399 eV. For the total energy, the calculation gives -704.6122 Ha. As for the total charge: -1. The energy above the lowest of the compared OMol25 structures with the same formula, charge and spin comes out at 14.7 kcal/mol.

```
14
H9O4S, DFT ωB97M-V with the def2-TZVPD basis set
S 1.41997 0.98374 -0.32134
H 0.82519 2.14774 -0.47928
H -0.20882 -0.13820 -1.43449
H -0.27751 -1.02804 -2.66175
O -0.84449 -0.48073 -2.10823
H 0.31616 0.55292 2.01836
H -1.16463 0.40352 2.27706
O -0.31322 0.13983 2.63825
H -1.83998 1.47092 0.34054
H -2.19265 1.15005 -1.03704
O -2.62798 1.25389 -0.17576
H 0.39067 -2.26853 0.49450
H 1.82514 -2.14175 0.21077
O 1.16283 -2.83142 0.34530
```

=====

Entry from the OMol25 dataset: a cluster of 5 separate species, H9O5 in total (ωB97M-V with the def2-TZVPD basis set).

The value obtained for the LUMO energy is 4.0072 eV. For the total energy, the calculation gives -381.6515 Ha. As for the total charge: -1. The energy above the lowest of the compared OMol25 structures with the same formula, charge and spin comes out at 7.1 kcal/mol.

```
14
H9O5, DFT ωB97M-V with the def2-TZVPD basis set
O 0.57404 -0.60039 1.15648
H 1.41032 -0.95872 0.86706
O -1.38504 -2.20140 0.65548
H -1.14363 -2.82102 -0.01223
H -0.48220 -1.76607 0.91155
O 0.76444 -0.45554 -1.38997
H 0.02582 -0.98711 -1.71934
H 0.48514 -0.42650 -0.38162
O -1.14431 1.46894 1.05786
H -1.44433 0.92439 0.32049
H -0.34617 0.92060 1.26691
O 0.95211 2.67668 -1.00077
H 0.42843 2.32658 -0.28723
H 1.30540 1.89953 -1.44467
```

=====

Entry from the OMol25 dataset: the ion HI3OP with charge +1 (ωB97M-V with the def2-TZVPD basis set).

The value obtained for the LUMO energy is -6.3275 eV. For the total energy, the calculation gives -1310.0508 Ha. As for the total charge: +1. The energy above the lowest of the compared OMol25 structures with the same formula, charge and spin comes out at 9.3 kcal/mol.

```
6
HI3OP, DFT ωB97M-V with the def2-TZVPD basis set
O 1.11185 -0.08395 -0.55177
P -0.29978 -0.16708 -0.01329
I -0.51852 -2.03605 1.43645
I -1.70695 0.13700 -1.96285
I -0.62484 1.91701 1.19418
H 2.03824 0.23306 -0.10272
```

=====

Entry from the OMol25 dataset: the ion HI3OP with charge +1 (ωB97M-V with the def2-TZVPD basis set).

The value obtained for the LUMO energy is -6.6041 eV. For the total energy, the calculation gives -1309.9593 Ha. As for the total charge: +1. The energy above the lowest of the compared OMol25 structures with the same formula, charge and spin comes out at 66.8 kcal/mol.

```
6
HI3OP, DFT ωB97M-V with the def2-TZVPD basis set
O -2.26727 0.27120 -0.42684
P 1.48208 0.13860 1.19242
I -0.65586 -0.62900 -0.32629
I 2.39287 -1.74613 -0.03738
I 2.13223 2.14729 -0.05768
H -3.08405 -0.18196 -0.34423
```

=====

Entry from the OMol25 dataset: the ion HINO2S with charge -1 (ωB97M-V with the def2-TZVPD basis set).

The value obtained for the LUMO energy is 3.5040 eV. For the total energy, the calculation gives -901.6744 Ha. As for the total charge: -1. The energy above the lowest of the compared OMol25 structures with the same formula, charge and spin comes out at 46.5 kcal/mol.

```
6
HINO2S, DFT ωB97M-V with the def2-TZVPD basis set
N -1.03483 -0.36858 0.70730
O -1.07363 1.06062 0.62028
O 0.37788 0.38782 -1.27786
S 0.47136 0.38165 0.13252
I 2.93557 -0.67812 -0.02808
H -1.67634 -0.78338 -0.15416
```

=====

Entry from the OMol25 dataset: a cluster of 2 separate species, HN2O3P in total (ωB97M-V with the def2-TZVPD basis set).

The value obtained for the LUMO energy (spin up / spin down) is -0.4734 / -0.4736 eV. For the total energy, the calculation gives -677.0038 Ha. The energy above the lowest of the compared OMol25 structures with the same formula, charge and spin comes out at 7.4 kcal/mol.

```
7
HN2O3P, DFT ωB97M-V with the def2-TZVPD basis set
O -0.80108 3.46372 -0.09289
N -0.92862 2.32462 -0.39805
P -1.14759 0.99209 -1.03576
O 2.27107 -0.73708 0.25752
N 1.12005 -0.93722 0.24658
O 0.40801 -0.06866 1.15017
H -0.60237 -0.24156 0.94233
```

=====

Max |F| per entry: 6.008, 1.008, 0.827, 1.093, 5.270, 2.694, 3.541, 2.990 eV/Å